117
Properties=species:S:1:pos:R:3 method="wB97M-V/def2-TZVPD" e_homo_ev=-11.008 orbital_gap_ev=5.383 total_charge=+1 spin_multiplicity=1
C -2.57852 -7.18009 -4.94730
C -2.80005 -5.65987 -4.31668
O -2.39536 -5.57496 -2.90374
C -1.93299 -4.21186 -2.56730
C -2.64211 -3.58612 -1.21432
C -2.96556 -1.95764 -1.34033
C -1.68256 -1.01471 -0.86178
C -2.07389 -0.07949 0.46109
C -1.05336 -0.38208 1.73813
C -1.58929 -1.53578 2.80830
C -3.02410 -2.33680 2.54730
O -3.49459 -3.09185 3.73105
C -4.43822 -4.09568 3.13836
C -3.81131 -5.59783 2.80923
C -4.79671 -6.73761 2.12753
C -6.34759 -6.29455 1.81412
C -7.01844 -4.83009 2.16187
C -6.01910 -3.69824 2.84817
N -0.74862 -1.86175 4.02273
C 0.60829 -1.20299 4.34926
P 1.47130 -1.82368 5.94043
O 1.39840 -3.43347 5.87882
O 0.58545 -1.39980 7.41863
O 3.16260 -1.42885 6.06214
C 1.22801 -0.03039 3.33054
Cl 2.86352 0.82707 3.71542
C 0.40604 0.40890 1.94170
C 0.97218 1.52353 0.85807
O 0.63172 1.40515 -0.45567
O 1.87970 2.64263 1.18058
C 1.24093 3.64160 2.05159
C 1.80208 5.12574 1.52371
C 0.60070 6.18718 1.17501
C 0.41997 7.28809 2.39316
N 0.67709 8.71855 1.93613
C -0.44140 9.24854 1.06502
C -1.98279 9.53134 1.57636
O -0.13510 9.54576 -0.21874
H -1.97473 -7.89369 -4.22179
H -3.64307 -7.63959 -5.22013
H -1.98845 -7.06422 -5.96732
H -2.22113 -4.92145 -5.03145
H -3.96993 -5.42836 -4.35326
H -2.09464 -3.42987 -3.43426
H -0.76604 -4.26797 -2.37621
H -1.87891 -3.78409 -0.32745
H -3.63071 -4.18076 -0.90916
H -3.93585 -1.76414 -0.67738
H -3.27881 -1.70993 -2.46498
H -0.80773 -1.74476 -0.51039
H -1.34319 -0.34331 -1.78846
H -3.20449 -0.16146 0.76689
H -1.88510 1.05841 0.16404
H -3.90170 -1.63204 2.22607
H -2.78318 -3.16179 1.71971
H -2.67575 -5.83861 3.06049
H -4.34986 -7.79610 1.89631
H -7.05913 -7.10078 1.29611
H -8.16130 -4.63190 1.91830
H -6.45734 -2.62275 3.11182
H -1.10418 -2.62089 4.66947
H 0.56107 -2.26698 7.95759
H 3.72524 -1.91298 5.38926
H 1.72860 3.51153 3.13233
H 0.07183 3.58648 2.09377
H 2.58086 5.60454 2.26672
H 2.39668 4.93545 0.51375
H 0.90543 6.76607 0.20003
H -0.40152 5.58659 1.06611
H 1.17482 7.07507 3.27158
H -0.70199 7.17820 2.78231
H 0.76759 9.31539 2.80971
H -2.50302 10.15226 0.70225
H -2.61078 8.55336 1.72245
H -2.05674 10.20659 2.53651
C 5.34991 2.80441 8.71909
C 4.69906 3.94189 9.19937
C 3.86951 4.68245 8.35509
C 3.69449 4.27036 7.02682
C 4.35273 3.13322 6.53990
C 5.18205 2.40229 7.39292
N 2.80375 5.03007 6.14144
O 2.25440 6.04095 6.60408
O 2.64879 4.61510 4.98393
H 5.99129 2.22699 9.38273
H 4.83606 4.24979 10.23377
H 3.36933 5.56645 8.74461
H 4.22979 2.80494 5.50992
H 5.69503 1.51633 7.02524
C 0.80628 2.49982 -6.80008
C 0.09883 2.62365 -5.60328
C -0.52159 1.50769 -5.03839
C -0.42283 0.26592 -5.68107
C 0.28026 0.14034 -6.88662
C 0.89416 1.26409 -7.44339
N -1.05131 -0.91609 -5.07912
O -1.68040 -0.76037 -4.02190
O -0.91349 -2.00223 -5.65991
H 1.29312 3.37166 -7.23378
H 0.03357 3.59040 -5.10864
H -1.06911 1.62070 -4.10522
H 0.36069 -0.81631 -7.39858
H 1.44483 1.17625 -8.37735
C 4.37806 -4.35683 -6.20066
C 3.15110 -4.55026 -6.83727
C 2.70804 -3.63642 -7.79539
C 3.50752 -2.52976 -8.11303
C 4.73617 -2.32900 -7.46991
C 5.16737 -3.24821 -6.51138
N 3.05909 -1.57925 -9.13769
O 1.95759 -1.78120 -9.67026
O 3.80897 -0.63210 -9.41447
H 4.72189 -5.07512 -5.45833
H 2.54089 -5.41593 -6.58863
H 1.74950 -3.80137 -8.28257
H 5.36436 -1.47186 -7.70318
H 6.12104 -3.10281 -6.00876

=====

107
Properties=species:S:1:pos:R:3 method="wB97M-V/def2-TZVPD" e_homo_ev=-9.817 orbital_gap_ev=7.837 total_charge=+1 spin_multiplicity=1 de_lowest_kcal_mol=0.0
Ca 0.80416 1.05537 0.64521
C 1.94331 0.80695 5.72182
Se 1.49348 1.58537 3.98631
C 2.98362 2.84960 3.88119
C 4.26530 2.25447 3.33350
Se 4.14924 1.81123 1.41834
C 4.28012 -0.12845 1.59484
H 1.89511 1.59026 6.47303
H 2.93603 0.36510 5.69645
H 1.20589 0.04078 5.94602
H 3.12896 3.23234 4.89211
H 2.63188 3.65246 3.23657
H 4.54955 1.33625 3.84622
H 5.07651 2.97450 3.43763
H 5.27113 -0.40129 1.94777
H 4.11720 -0.53167 0.59844
H 3.51144 -0.49229 2.27283
S 0.78114 3.31775 -3.47848
C 0.94570 1.64873 -3.94143
C 0.88970 1.07770 -5.20576
C 1.05426 -0.29234 -5.31445
C 1.26648 -1.07698 -4.17877
C 1.31436 -0.50921 -2.92008
C 1.15496 0.86847 -2.79238
N 1.17312 1.58431 -1.61184
C 1.00814 2.86569 -1.79461
C 0.92581 3.84694 -0.72224
C 0.90241 5.21334 -1.04042
C 0.72807 6.15334 -0.04687
C 0.56562 5.72118 1.26571
C 0.60968 4.36568 1.56710
C 0.80467 3.36629 0.60300
H 0.72379 1.69647 -6.07802
H 1.01853 -0.75720 -6.29062
H 1.39546 -2.14660 -4.28723
H 1.47676 -1.10673 -2.03292
H 1.02989 5.53265 -2.07086
H 0.70670 7.20879 -0.28399
H 0.40381 6.44893 2.05332
H 0.45695 4.07389 2.60438
C -4.83897 -0.85206 -3.02670
C -4.06532 -1.96716 -2.32572
C -3.17458 -1.45764 -1.19014
C -1.90744 -0.73046 -1.67040
N -2.05611 0.71072 -1.86667
C -2.14518 1.63396 -0.88557
S -2.03996 1.25727 0.76012
N -2.26945 2.90075 -1.30474
C -2.50609 4.05232 -0.44313
C -3.98802 4.25603 -0.11426
C -4.91898 4.17260 -1.32479
C -4.60296 5.17803 -2.43085
H -5.48059 -1.25916 -3.80826
H -4.16380 -0.13123 -3.49216
H -5.46897 -0.31805 -2.31332
H -3.45883 -2.51175 -3.05766
H -4.77677 -2.68469 -1.91103
H -2.87829 -2.29448 -0.54988
H -3.74562 -0.77609 -0.56388
H -1.59605 -1.13377 -2.63520
H -1.09145 -0.88805 -0.96134
H -2.05835 1.03993 -2.81856
H -2.45664 3.04758 -2.28562
H -2.09520 4.92491 -0.95176
H -1.93983 3.90715 0.47440
H -4.09293 5.23352 0.36278
H -4.28948 3.49753 0.61172
H -5.93989 4.34365 -0.97811
H -4.89590 3.15680 -1.73192
H -4.66903 6.20051 -2.05621
H -5.31598 5.07230 -3.24863
H -3.60090 5.03861 -2.84504
O 1.17606 -1.11065 0.51224
As 1.12214 -2.73338 0.82024
C 2.73924 -3.33190 1.68266
C 3.95181 -3.22373 1.00538
C 5.11819 -3.67140 1.60294
C 5.07608 -4.20727 2.88372
C 3.87232 -4.29893 3.56591
C 2.69848 -3.87008 2.96318
C -0.35281 -3.09081 2.00300
C -1.16820 -4.20875 1.87317
C -2.20731 -4.40229 2.77159
C -2.41248 -3.49903 3.80447
C -1.58609 -2.39134 3.94374
C -0.56171 -2.18068 3.03534
C 0.88172 -3.79462 -0.78295
C 1.89804 -4.55701 -1.34747
C 1.65819 -5.26834 -2.51415
C 0.40657 -5.23169 -3.11193
C -0.61388 -4.48460 -2.53958
C -0.37904 -3.77002 -1.37690
H 3.97886 -2.77155 0.02077
H 6.05745 -3.60434 1.07006
H 5.98734 -4.55851 3.34971
H 3.84338 -4.70191 4.56943
H 1.75265 -3.95684 3.48439
H -0.99561 -4.92090 1.07535
H -2.85856 -5.25931 2.66307
H -3.22717 -3.65372 4.49950
H -1.74136 -1.69367 4.75576
H 0.07084 -1.30206 3.11111
H 2.86630 -4.62854 -0.87244
H 2.44860 -5.85984 -2.95687
H 0.22241 -5.79854 -4.01491
H -1.59587 -4.47266 -2.99523
H -1.17799 -3.21276 -0.90262

=====

107
Properties=species:S:1:pos:R:3 method="wB97M-V/def2-TZVPD" e_homo_ev=-5.049 orbital_gap_ev=5.484 spin_multiplicity=1 de_lowest_kcal_mol=43.8
Lu 0.44309 0.00037 0.98614
C -3.80315 -0.18935 -1.02222
N -3.07666 -0.59861 0.13174
C -3.35780 0.16148 1.32998
C -2.19282 -1.57064 0.22253
N -1.33946 -1.56833 1.17255
C -1.12844 -2.73798 1.99831
C -2.14689 -3.68626 2.12290
C -1.91149 -4.86331 2.87031
C -0.65257 -5.03804 3.53255
C 0.27932 -3.94707 3.55243
C 0.06968 -2.82714 2.73817
N 0.92345 -1.71151 2.72807
C 2.21769 -1.99217 2.69477
N 3.05505 -1.01646 3.10587
C 2.58122 0.02140 4.05880
C 4.42455 -0.85827 2.73904
N 2.79081 -3.16512 2.24413
C 2.07342 -3.76167 1.11345
C 3.84993 -3.89663 2.79457
N -2.29766 -2.61099 -0.69081
C -1.09310 -3.40493 -0.91720
C -3.60185 -3.18930 -0.93897
H -4.83097 -0.59773 -1.04290
H -3.31389 -0.56344 -1.92290
H -3.87266 0.85543 -1.10703
H -4.36636 0.50400 1.30195
H -2.69873 0.92406 1.48570
H -3.32559 -0.52591 2.16411
H -3.15807 -3.57823 1.66552
H -2.62377 -5.66240 3.05286
H -0.43862 -6.01234 4.01378
H 1.26234 -4.05687 4.12411
H 1.75549 -0.23785 4.71897
H 2.21040 0.91968 3.53375
H 3.42189 0.32632 4.73445
H 4.59984 -1.25899 1.74746
H 5.11214 -1.31741 3.50203
H 4.63004 0.24366 2.82820
H 1.31530 -3.11286 0.68556
H 1.52592 -4.65671 1.40901
H 2.84767 -3.92162 0.35069
H 4.14851 -3.58990 3.78391
H 4.70069 -3.99242 2.10556
H 3.52237 -4.91948 2.96992
H -0.12517 -2.77983 -0.82097
H -1.10450 -3.77035 -1.91244
H -1.08674 -4.20752 -0.22514
H -4.34751 -2.62615 -0.37955
H -3.68853 -4.26892 -0.59017
H -3.85411 -3.13964 -2.03436
S 2.63326 -0.68408 -0.48411
C 2.80667 0.32058 -1.94455
C 4.06529 0.65402 -2.35736
C 4.24720 1.47766 -3.47655
C 3.16102 1.98072 -4.17216
C 1.92472 1.64029 -3.74795
C 1.66741 0.79980 -2.61719
As -0.14107 0.28461 -1.95968
C -0.24054 -1.23006 -3.31372
C -1.31929 -1.56109 -4.17278
C -1.29527 -2.68869 -4.98533
C -0.17595 -3.52982 -5.00438
C 0.86056 -3.23548 -4.14858
C 0.85875 -2.10011 -3.34825
C -1.32896 1.70584 -2.68917
C -1.61829 1.88968 -4.05594
C -2.39815 2.94594 -4.47913
C -2.79403 3.88621 -3.53388
C -2.43964 3.74909 -2.23256
C -1.77309 2.65465 -1.72786
H 4.98965 0.43999 -1.82803
H 5.27550 1.67511 -3.84444
H 3.27592 2.75833 -4.91684
H 1.09273 2.15035 -4.22345
H -2.17906 -0.86584 -4.23607
H -2.14128 -2.89664 -5.61209
H -0.10197 -4.33814 -5.69664
H 1.79753 -3.83422 -4.16875
H 1.83117 -1.96757 -2.77065
H -1.38585 1.17143 -4.82191
H -2.59976 2.94292 -5.51886
H -3.47122 4.73311 -3.83819
H -2.72910 4.52481 -1.50451
H -1.50646 2.43440 -0.67411
C 0.92469 3.69182 -0.16929
C 0.50686 3.34589 1.29976
C 1.83423 3.56064 2.06115
C -0.05455 2.02176 1.44176
C -0.48552 4.43852 1.81625
C -0.90574 4.42097 3.16118
C -1.70886 5.40622 3.71022
C -2.05200 6.55155 2.91281
C -1.61082 6.60062 1.61318
C -0.89521 5.58883 1.07177
H 1.61110 2.98793 -0.51725
H 1.40059 4.68793 -0.20661
H 0.09719 3.77410 -0.86847
H 2.64406 3.04067 1.60095
H 1.74020 3.13402 3.12837
H 2.06021 4.61054 2.26580
H -0.88302 2.06777 2.13589
H -0.43362 3.67077 3.79372
H -1.96866 5.48018 4.78597
H -2.76333 7.32897 3.22954
H -1.77878 7.48238 0.99976
H -0.45113 5.69408 0.13002

=====

116
Properties=species:S:1:pos:R:3 method="wB97M-V/def2-TZVPD" e_homo_ev="-5.477 / -7.705" s2=0.771 orbital_gap_ev="5.582 / 7.810" spin_multiplicity=2 de_lowest_kcal_mol=0.0
Hg -0.39594 0.20512 0.10001
C 4.77400 1.04223 2.95797
N 3.48019 1.60425 2.61114
C 2.68851 2.33976 3.44530
C 1.54075 2.58857 2.75258
N 1.59360 1.99180 1.52309
C 2.78061 1.41178 1.45636
P 3.55167 0.66337 -0.01156
C 2.90188 -1.05876 0.10938
N 2.13817 -2.88458 1.40631
C 1.92585 -3.49034 0.16006
C 2.48443 -3.07213 -0.98462
N 3.17091 -1.83524 -1.08709
C 4.56757 -1.95678 -1.47882
C 2.34591 1.18375 -1.29055
N 1.04939 0.89450 -1.40062
C 0.60808 1.37479 -2.60443
C 1.65488 1.97039 -3.23517
N 2.73611 1.84672 -2.40080
C 4.08440 2.29962 -2.71572
H 5.08239 1.45944 3.91271
H 5.51290 1.29007 2.19648
H 4.70427 -0.03997 3.06717
H 2.98442 2.57897 4.45336
H 0.67851 3.13452 3.09666
H 1.26923 -4.34993 0.15583
H 2.37779 -3.63991 -1.89911
H 5.19448 -2.41432 -0.70144
H 4.98137 -0.97721 -1.72446
H 4.62439 -2.58415 -2.36774
H -0.42355 1.25569 -2.88911
H 1.72533 2.46560 -4.18732
H 4.02208 2.99613 -3.54735
H 4.71530 1.45858 -2.99823
H 4.52150 2.80551 -1.85950
C -0.14080 3.99998 -0.61013
O -1.31868 3.20750 -0.66010
C -2.46520 3.85280 -1.02779
C -2.52053 5.19362 -1.35985
C -3.75183 5.75650 -1.68208
Br -3.80871 7.59922 -2.13209
C -4.90673 5.02007 -1.67676
C -4.85016 3.65801 -1.35591
C -3.63088 3.06417 -1.03777
O -3.56705 1.76042 -0.68831
C -6.11632 2.90703 -1.37550
N -7.28094 3.45267 -1.62053
C -8.18569 2.41070 -1.54908
C -9.56980 2.41251 -1.72362
C -10.24031 1.21254 -1.59678
C -9.55893 0.02006 -1.30190
C -8.18902 -0.00247 -1.12552
C -7.52080 1.21139 -1.25309
N -6.19595 1.56116 -1.14713
H -0.26044 4.83090 0.09054
H 0.10478 4.39568 -1.59975
H 0.64987 3.34698 -0.25509
H -1.63666 5.81167 -1.36199
H -5.86467 5.45447 -1.92153
H -2.79014 1.24767 -1.12114
H -10.09044 3.33294 -1.95245
H -11.31428 1.18404 -1.72774
H -10.12066 -0.90073 -1.21262
H -7.66388 -0.92228 -0.90179
H -5.38734 0.99676 -0.94057
C 3.18226 -1.87795 1.37740
P 0.74523 -2.77914 2.44561
C 0.95819 -1.25984 3.43908
N 2.03408 -1.13682 4.24036
C 1.97542 -0.15097 5.19720
C 3.08007 0.06713 6.02858
C 3.05141 1.04734 7.00833
C 1.90475 1.82005 7.18589
C 0.79820 1.61617 6.37738
C 0.81446 0.64737 5.36835
N -0.25225 0.54317 4.51016
C -0.13141 -0.38607 3.54883
P -1.38049 -0.15684 2.24125
C -1.98668 1.53464 2.50904
C -2.91258 -1.20953 2.33736
C -2.63538 -2.70299 2.20576
C -3.85775 -0.78893 1.20806
C -3.54416 -0.93190 3.70904
C 1.11010 -4.11077 3.72144
C 0.27115 -3.84695 4.97337
C 0.65421 -5.42608 3.07462
C 2.58732 -4.22944 4.09080
H 1.81759 -0.92602 0.12714
H 4.16786 -2.35507 1.31338
H 3.14182 -1.29102 2.29130
H 3.95152 -0.56180 5.88684
H 3.91274 1.20131 7.64610
H 1.87660 2.57832 7.95806
H -0.09842 2.21324 6.49198
H -2.29141 1.66455 3.54388
H -2.79756 1.73542 1.80893
H -1.17436 2.22558 2.29510
H -2.15970 -2.95162 1.25808
H -3.59456 -3.22385 2.26580
H -1.99726 -3.06998 3.00658
H -3.40782 -0.94330 0.22392
H -4.16431 0.25266 1.27708
H -4.75698 -1.40700 1.27299
H -2.83520 -1.10139 4.52227
H -4.38808 -1.61176 3.84475
H -3.92226 0.08693 3.78526
H -0.79341 -3.76202 4.74258
H 0.58863 -2.93870 5.48516
H 0.38644 -4.68527 5.66630
H -0.40133 -5.39467 2.79468
H 0.79730 -6.25225 3.77687
H 1.24099 -5.65076 2.18063
H 2.94886 -3.32117 4.56837
H 3.19366 -4.42686 3.20496
H 2.71540 -5.07097 4.77936
F -1.84993 0.28712 -1.62827